1.
Here is a cluster of 2 separate species, C5H9NO in total at a distorted geometry from the Open Molecules 2025 dataset. Energies are from ωB97M-V/def2-TZVPD.

energy relative to the best compared isomer or geometry (same formula, charge and spin) = 82.9 kcal per mole
SMILES string = C=CN=C.C=CO
orbital gap = 9.560 eV
total charge = 0

Element x y z (Å)
C  0.375  0.756  -0.977
C  0.005  1.077  -2.229
C  0.376  2.774  0.118
N  0.180  1.518  0.172
H  0.784  -0.230  -0.791
H  -0.385  2.062  -2.442
H  0.086  0.332  -3.005
H  -0.023  3.364  0.937
H  0.868  3.246  -0.739
C  -1.188  -1.433  0.276
C  -0.317  -2.321  0.750
O  0.548  -2.012  1.773
H  -2.024  -1.742  -0.341
H  -1.112  -0.399  0.587
H  -0.128  -3.305  0.322
H  0.663  -2.790  2.318

2.
Here is a structure of composition C5H9NO from the Open Molecules 2025 dataset. Energies are from ωB97M-V/def2-TZVPD.

energy relative to the best compared isomer or geometry (same formula, charge and spin) = 106.1 kcal per mole
orbital gap (alpha / beta) = 8.841 / 8.840 eV
total charge = 0

Element x y z (Å)
C  2.192  -0.483  0.290
C  1.126  0.449  -0.259
C  0.271  -0.021  -1.461
N  -0.933  0.100  -0.581
C  -2.631  0.046  0.768
C  -0.228  0.436  0.454
O  -0.732  0.594  1.586
H  1.802  -1.501  0.402
H  2.529  -0.142  1.274
H  3.061  -0.522  -0.375
H  1.508  1.468  -0.380
H  0.251  0.639  -2.334
H  0.471  -1.051  -1.780
H  -2.868  0.711  1.588
H  -3.149  0.255  -0.157
H  -2.522  -1.000  1.021

3.
Here is a structure of composition C5H9NO from the Open Molecules 2025 dataset. Energies are from ωB97M-V/def2-TZVPD.

energy relative to the best compared isomer or geometry (same formula, charge and spin) = 33.8 kcal per mole
orbital gap = 10.915 eV
total charge = 0

Element x y z (Å)
C  -1.032  -0.346  1.232
C  -0.185  -0.064  -0.019
C  -0.197  -1.236  -0.998
C  -0.346  1.319  -0.687
O  1.049  1.633  -0.429
C  1.220  0.450  0.244
N  2.214  -0.005  0.860
H  -0.411  -0.346  2.133
H  -1.821  0.403  1.361
H  -1.519  -1.324  1.166
H  0.231  -2.124  -0.520
H  -1.225  -1.466  -1.301
H  0.389  -1.016  -1.898
H  -0.999  2.025  -0.165
H  -0.554  1.321  -1.761
H  2.999  0.647  0.815

4.
Here is an isolated molecule of C5H9NO at a distorted geometry from the Open Molecules 2025 dataset. Energies are from ωB97M-V/def2-TZVPD.

energy relative to the best compared isomer or geometry (same formula, charge and spin) = 59.1 kcal per mole
SMILES string = CC[C@@H](O)CC#N
orbital gap = 10.861 eV
total charge = 0

Element x y z (Å)
C  1.927  -0.252  0.097
C  0.632  0.518  0.247
C  -0.514  0.026  -0.693
O  -0.470  -1.362  -0.979
C  -1.923  0.270  -0.078
C  -1.741  0.117  1.365
N  -0.935  0.175  2.198
H  2.410  -0.234  -0.885
H  2.632  0.159  0.823
H  1.741  -1.294  0.379
H  0.745  1.597  0.058
H  0.446  0.386  1.439
H  -0.520  0.577  -1.656
H  0.363  -1.553  -1.431
H  -2.650  -0.410  -0.523
H  -2.258  1.294  -0.258

5.
Here is a cluster of 2 separate species, C5H9NO in total at a distorted geometry from the Open Molecules 2025 dataset. Energies are from ωB97M-V/def2-TZVPD.

energy relative to the best compared isomer or geometry (same formula, charge and spin) = 23.9 kcal per mole
SMILES string = Cc1ccc[nH]1.O
orbital gap = 9.086 eV
total charge = 0

Element x y z (Å)
C  -0.369  1.670  1.160
C  -1.333  0.756  1.454
N  -1.429  -0.127  0.428
C  -0.376  0.078  -0.491
C  0.233  1.243  -0.061
C  -0.160  -0.957  -1.558
H  -0.219  2.644  1.594
H  -1.947  0.717  2.340
H  -2.124  -0.840  0.272
H  1.002  1.864  -0.491
H  -1.080  -1.060  -2.128
H  0.641  -0.657  -2.227
H  0.083  -1.890  -1.054
H  1.991  -0.476  0.058
H  2.457  -1.780  0.719
O  2.628  -1.184  -0.017

6.
Here is an isolated molecule of C5H9NO from the Open Molecules 2025 dataset. Energies are from ωB97M-V/def2-TZVPD.

energy relative to the best compared isomer or geometry (same formula, charge and spin) = 44.6 kcal per mole
SMILES string = C=C(C)NCC=O
orbital gap = 9.769 eV
total charge = 0

Element x y z (Å)
C  -1.655  0.275  -0.805
C  -0.807  -0.381  -0.010
C  -0.941  -0.448  1.486
N  0.333  -1.062  -0.543
C  1.588  -0.324  -0.348
C  1.364  1.182  -0.335
O  1.588  1.881  0.625
H  -2.524  0.792  -0.411
H  -1.488  0.324  -1.879
H  0.928  1.606  -1.267
H  -1.179  -1.473  1.789
H  -1.731  0.222  1.834
H  -0.006  -0.162  1.982
H  0.186  -1.256  -1.527
H  2.084  -0.603  0.588
H  2.261  -0.572  -1.178

7.
Here is a structure of composition C5H9NO from the Open Molecules 2025 dataset. Energies are from ωB97M-V/def2-TZVPD.

energy relative to the best compared isomer or geometry (same formula, charge and spin) = 112.5 kcal per mole
orbital gap = 9.718 eV
total charge = 0

Element x y z (Å)
C  1.141  -0.016  -1.950
N  0.562  0.300  -0.650
C  1.128  -0.687  0.658
C  -0.220  -0.732  0.025
C  -1.443  -0.293  0.802
O  -2.416  -1.017  0.830
C  -1.360  1.017  1.542
H  2.098  0.501  -2.053
H  0.466  0.335  -2.736
H  1.308  -1.094  -2.069
H  1.778  -1.412  0.144
H  1.234  0.645  0.173
H  -0.458  -1.559  -0.644
H  -1.203  1.837  0.833
H  -2.280  1.181  2.105
H  -0.496  0.999  2.216

8.
Here is a structure of composition C5H9NO at a distorted geometry from the Open Molecules 2025 dataset. Energies are from ωB97M-V/def2-TZVPD.

energy relative to the best compared isomer or geometry (same formula, charge and spin) = 132.1 kcal per mole
orbital gap (alpha / beta) = 7.207 / 8.170 eV
total charge = 0

Element x y z (Å)
C  -1.276  -0.340  0.805
C  -0.741  0.536  -1.338
C  0.563  1.039  -0.865
N  1.013  -0.235  -0.419
C  1.578  -0.350  0.909
C  -0.757  -0.758  -0.649
O  -1.065  -1.887  -1.016
H  -0.939  -1.156  1.451
H  -2.366  -0.375  0.734
H  -0.965  0.622  1.220
H  -1.293  0.822  -2.238
H  1.098  1.315  -1.791
H  0.590  1.905  -0.190
H  1.221  0.387  1.644
H  1.382  -1.357  1.297
H  2.668  -0.244  0.807

9.
Here is an isolated molecule of C5H9NO at a distorted geometry from the Open Molecules 2025 dataset. Energies are from ωB97M-V/def2-TZVPD.

energy relative to the best compared isomer or geometry (same formula, charge and spin) = 93.3 kcal per mole
SMILES string = CC1=C([O-])C[N@@H+]1C
orbital gap = 7.470 eV
total charge = 0

Element x y z (Å)
C  -0.863  -0.180  1.402
C  0.358  -0.340  -0.537
C  -0.123  -1.494  -1.318
N  -0.556  0.631  0.137
C  0.621  1.584  0.244
C  1.475  0.464  -0.395
O  2.680  0.434  -0.619
H  -0.260  -1.043  1.738
H  -1.862  -0.565  1.405
H  -0.784  0.534  2.183
H  -0.672  -2.261  -0.754
H  0.749  -1.988  -1.752
H  -0.766  -1.182  -2.153
H  -1.319  1.042  -0.457
H  0.485  2.464  -0.387
H  0.837  1.901  1.262

10.
Here is an isolated molecule of C5H9NO from the Open Molecules 2025 dataset. Energies are from ωB97M-V/def2-TZVPD.

energy relative to the best compared isomer or geometry (same formula, charge and spin) = 67.9 kcal per mole
SMILES string = C[C@H]1N[C@H]1[C@H]1CO1
orbital gap = 10.387 eV
total charge = 0

Element x y z (Å)
C  -2.087  -0.404  0.081
C  -1.167  0.619  0.704
N  -0.087  0.164  1.586
C  0.254  0.856  0.346
C  0.994  0.145  -0.749
C  2.342  -0.370  -0.502
O  1.222  -1.247  -0.588
H  -2.649  -0.005  -0.771
H  -2.819  -0.714  0.838
H  -1.545  -1.297  -0.248
H  -1.690  1.493  1.094
H  0.047  -0.836  1.419
H  0.639  1.863  0.515
H  0.746  0.445  -1.769
H  3.056  -0.443  -1.322
H  2.777  -0.264  0.492

11.
Here is a structure of composition C5H9NO at a distorted geometry from the Open Molecules 2025 dataset. Energies are from ωB97M-V/def2-TZVPD.

energy relative to the best compared isomer or geometry (same formula, charge and spin) = 95.1 kcal per mole
orbital gap = 10.052 eV
total charge = 0

Element x y z (Å)
C  -1.425  0.575  -0.955
C  -1.894  0.225  1.004
C  -0.526  0.043  0.239
C  -0.047  -1.397  -0.035
C  1.638  1.288  -0.087
N  -2.526  0.643  -0.299
O  0.568  0.816  0.743
H  -1.121  0.791  -2.030
H  -2.293  -0.674  1.225
H  -1.795  0.796  1.898
H  0.607  -1.726  0.701
H  0.479  -1.421  -0.969
H  -0.931  -1.924  0.171
H  1.751  2.220  0.372
H  1.236  1.291  -1.212
H  2.519  0.579  0.003

12.
Here is a cluster of 2 separate species, C5H9NO in total at a distorted geometry from the Open Molecules 2025 dataset. Energies are from ωB97M-V/def2-TZVPD.

energy relative to the best compared isomer or geometry (same formula, charge and spin) = 47.3 kcal per mole
SMILES string = C/C=C\C#N.CO
orbital gap = 10.690 eV
total charge = 0

Element x y z (Å)
C  -1.713  0.104  -0.496
C  -1.066  0.609  0.755
O  0.410  -1.834  0.408
C  -0.069  1.498  0.814
C  1.628  -1.244  -0.015
C  0.532  2.044  -0.370
N  1.022  2.467  -1.334
H  -2.666  0.615  -0.673
H  -1.919  -0.966  -0.402
H  -1.076  0.269  -1.371
H  -1.436  0.205  1.697
H  0.074  -2.359  -0.328
H  0.362  1.807  1.763
H  1.988  -0.635  0.816
H  1.495  -0.582  -0.882
H  2.388  -2.002  -0.252

13.
Here is an isolated molecule of C5H9NO from the Open Molecules 2025 dataset. Energies are from ωB97M-V/def2-TZVPD.

energy relative to the best compared isomer or geometry (same formula, charge and spin) = 66.2 kcal per mole
orbital gap = 7.110 eV
total charge = 0

Element x y z (Å)
C  2.657  0.395  0.505
C  1.288  0.230  -0.087
C  -1.047  -1.020  -1.302
N  -1.095  -0.263  -0.288
C  -2.316  0.355  0.215
C  0.208  -0.062  0.682
O  -0.109  -0.217  1.856
H  2.638  0.135  1.568
H  3.027  1.427  0.413
H  3.391  -0.256  0.009
H  1.156  0.401  -1.150
H  -1.931  -1.200  -1.914
H  -0.089  -1.468  -1.563
H  -2.295  0.223  1.299
H  -2.278  1.425  -0.016
H  -3.204  -0.106  -0.227

14.
Here is an isolated molecule of C5H9NO from the Open Molecules 2025 dataset. Energies are from ωB97M-V/def2-TZVPD.

energy relative to the best compared isomer or geometry (same formula, charge and spin) = 52.3 kcal per mole
SMILES string = [H]/N=C(/C)OC1CC1
orbital gap = 10.478 eV
total charge = 0

Element x y z (Å)
C  -0.261  0.157  -2.343
C  -0.282  -0.913  -1.279
N  -0.347  -2.115  -1.675
O  -0.094  -0.699  0.062
C  -0.279  0.463  0.836
C  0.907  0.988  1.592
C  -0.157  0.198  2.308
H  -1.130  0.821  -2.379
H  0.649  0.759  -2.270
H  -0.229  -0.403  -3.282
H  -0.251  -2.732  -0.869
H  -1.050  1.151  0.495
H  1.856  0.489  1.419
H  0.979  2.054  1.792
H  0.096  -0.820  2.592
H  -0.818  0.708  3.003